A cluster of 13 separate species, C47H128N8O13 in total, computed with wB97M-V/def2-TZVPD.

```
196
C47H128N8O13 wB97M-V/def2-TZVPD
C 18.43 14.25 15.61
C 19.15 13.23 16.48
C 19.43 11.94 15.70
O 18.19 11.42 15.17
C 18.36 10.23 14.42
N 20.39 13.93 16.78
H 18.19 15.11 16.27
H 17.53 13.75 15.18
H 19.10 14.61 14.82
H 18.55 12.93 17.33
H 19.81 11.27 16.44
H 20.18 12.13 14.92
H 17.39 9.95 13.94
H 18.62 9.37 15.08
H 19.18 10.30 13.70
H 20.95 13.48 17.47
H 20.01 14.86 17.18
C 9.88 16.09 17.61
C 10.42 16.21 16.21
C 9.72 17.39 15.61
O 10.22 18.59 16.25
C 9.65 19.64 15.49
N 11.86 16.31 16.05
H 9.86 17.04 18.17
H 10.40 15.31 18.22
H 8.88 15.67 17.53
H 10.06 15.31 15.70
H 8.65 17.33 15.67
H 9.95 17.47 14.51
H 9.80 20.59 16.02
H 8.59 19.51 15.27
H 10.25 19.71 14.49
H 12.13 17.17 16.46
H 12.33 15.53 16.51
C 11.21 25.05 19.50
C 11.35 24.58 17.98
C 11.47 23.07 17.88
O 12.62 22.76 18.63
C 13.03 21.41 18.38
N 10.29 25.17 17.13
H 12.17 24.97 19.91
H 10.59 24.41 20.08
H 10.86 26.08 19.48
H 12.36 24.94 17.68
H 11.56 22.73 16.82
H 10.65 22.46 18.31
H 12.27 20.71 18.69
H 13.82 21.22 19.07
H 13.22 21.26 17.27
H 9.93 24.62 16.41
H 10.61 26.03 16.77
C 16.80 22.41 17.74
C 16.36 21.57 16.57
C 16.67 22.13 15.23
O 16.07 23.31 14.89
C 14.69 23.27 14.76
N 17.11 20.24 16.58
H 17.88 22.39 17.84
H 16.36 21.95 18.66
H 16.38 23.44 17.76
H 15.30 21.33 16.74
H 16.50 21.42 14.45
H 17.68 22.40 15.14
H 14.16 23.01 15.67
H 14.40 22.55 13.98
H 14.41 24.23 14.30
H 17.36 20.03 17.56
H 16.44 19.52 16.29
C 21.18 20.75 13.99
C 20.57 19.40 14.02
C 21.32 18.52 15.02
O 22.67 18.31 14.68
C 23.49 17.98 15.67
N 19.17 19.49 14.19
H 22.24 20.73 13.65
H 21.21 21.21 14.95
H 20.65 21.46 13.30
H 20.78 18.94 12.99
H 20.86 17.52 14.95
H 21.30 18.87 16.04
H 23.32 16.86 15.89
H 23.35 18.52 16.59
H 24.50 18.07 15.31
H 18.84 19.73 15.14
H 18.61 18.67 13.96
C 11.21 14.40 12.34
C 12.58 14.36 11.66
C 12.55 15.13 10.42
O 13.84 15.17 9.76
C 13.62 15.63 8.45
N 13.57 14.77 12.65
H 10.49 14.18 11.55
H 11.02 15.33 12.85
H 11.01 13.64 13.11
H 12.81 13.32 11.35
H 12.16 16.12 10.45
H 11.88 14.61 9.74
H 13.27 16.70 8.47
H 12.82 15.01 8.03
H 14.48 15.62 7.80
H 14.47 14.81 12.22
H 13.41 15.67 13.01
C 18.64 16.61 19.30
C 18.34 17.80 20.17
C 16.92 18.18 20.32
O 16.46 18.86 19.17
C 15.03 18.72 19.00
N 18.96 17.59 21.49
H 18.34 16.88 18.24
H 18.01 15.68 19.49
H 19.67 16.22 19.32
H 18.82 18.70 19.77
H 16.72 18.74 21.22
H 16.30 17.29 20.48
H 14.52 18.82 19.94
H 14.87 17.69 18.74
H 14.72 19.32 18.18
H 19.09 18.44 21.96
H 18.41 16.98 22.05
C 13.55 19.63 14.88
C 13.86 18.77 13.67
C 14.75 17.59 14.15
O 15.92 18.16 14.71
C 16.76 17.06 15.15
N 12.56 18.17 13.13
H 12.86 20.38 14.49
H 14.34 20.13 15.38
H 12.96 19.03 15.55
H 14.39 19.30 12.90
H 15.07 16.93 13.33
H 14.25 16.93 14.86
H 17.37 17.49 15.93
H 17.38 16.65 14.36
H 16.15 16.23 15.58
H 11.92 18.88 12.79
H 12.15 17.73 13.96
C 18.45 13.63 11.88
C 17.07 14.32 11.75
C 17.30 15.80 11.35
O 16.34 13.68 10.72
H 19.12 14.29 12.49
H 18.83 13.30 10.91
H 18.31 12.76 12.53
H 16.49 14.28 12.70
H 17.91 15.87 10.48
H 17.77 16.32 12.14
H 16.37 16.33 11.09
H 15.70 14.38 10.40
C 12.10 21.25 8.12
C 11.70 19.99 8.80
C 12.59 19.66 10.00
O 10.37 19.98 9.41
H 11.36 21.60 7.38
H 13.06 21.12 7.64
H 12.33 22.10 8.76
H 11.73 19.24 7.99
H 13.65 19.75 9.76
H 12.27 18.68 10.44
H 12.41 20.46 10.76
H 9.70 20.27 8.76
C 17.30 22.74 11.32
C 17.03 21.20 11.55
C 16.12 20.61 10.45
O 18.22 20.47 11.47
H 17.74 22.88 10.31
H 17.80 23.22 12.16
H 16.29 23.13 11.27
H 16.56 21.15 12.55
H 15.09 21.06 10.52
H 16.03 19.53 10.59
H 16.58 20.78 9.50
H 18.59 20.34 12.42
C 14.89 15.02 18.34
C 14.25 13.71 18.02
C 14.00 12.87 19.38
O 13.08 13.87 17.32
H 15.30 15.32 17.36
H 15.69 15.09 19.04
H 14.14 15.70 18.70
H 15.00 13.14 17.44
H 13.29 13.31 20.06
H 14.97 12.82 19.88
H 13.68 11.85 19.19
H 13.38 13.61 16.42
C 14.59 10.91 15.42
C 13.79 11.81 14.51
C 12.28 11.39 14.52
O 13.90 13.12 14.84
H 14.13 10.83 16.37
H 15.67 11.23 15.54
H 14.61 9.95 14.93
H 14.18 11.69 13.48
H 12.14 10.36 14.80
H 11.84 11.55 13.52
H 11.78 11.90 15.34
H 13.70 13.72 14.10
```

Summary:
E_LUMO   0.0180 Eh
Spin multiplicity   1
Relative energy (zero: lowest compared OMol25 entry of this formula, charge and spin)   2.473 eV
HOMO-LUMO gap   9.521 eV
Charge   0
Strongest force on any atom   4.467 eV Å⁻¹

Mulliken atomic charge list, values in e, 4 entries: number 1, C, carries 0.19; number 2, C, carries 0.59; number 3, C, carries -1.16; number 4, O, carries 0.03

=====

A structure of composition C47H31Br2F4HgN6OPS, computed with wB97M-V/def2-TZVPD.

```
94
C47H31Br2F4HgN6OPS wB97M-V/def2-TZVPD
Hg 0.05 -1.21 -0.29
Br -0.19 -5.36 5.47
C -0.44 -4.68 3.70
C -1.74 -4.39 3.26
C -1.94 -3.93 1.99
C -0.85 -3.66 1.10
O -1.06 -3.20 -0.07
C 0.47 -3.91 1.61
C 1.65 -3.57 0.88
N 1.71 -2.88 -0.21
C 2.93 -2.75 -0.88
C 3.96 -3.68 -0.73
C 5.20 -3.52 -1.34
C 5.43 -2.40 -2.11
C 4.40 -1.50 -2.38
C 4.57 -0.41 -3.31
C 3.52 0.30 -3.72
C 2.16 0.04 -3.18
N 2.04 -0.95 -2.19
C 3.10 -1.67 -1.82
C 0.64 -4.45 2.90
H -2.58 -4.54 3.93
H -2.94 -3.70 1.63
H 2.58 -3.92 1.34
H 3.78 -4.57 -0.14
H 5.97 -4.27 -1.20
H 6.41 -2.22 -2.55
H 5.56 -0.24 -3.71
H 3.62 1.06 -4.48
H 1.47 -0.16 -4.01
H 1.64 -4.63 3.26
S -1.98 -0.18 0.73
C -1.58 0.19 2.41
N -2.47 0.75 3.18
N -3.64 1.04 2.64
C -4.66 1.64 3.35
C -5.87 1.91 2.70
C -6.92 2.48 3.40
C -6.78 2.80 4.74
C -5.57 2.57 5.37
C -4.51 2.00 4.69
N -0.40 0.03 3.09
N 0.64 -0.31 2.50
C 1.77 -0.38 3.33
C 1.68 -0.67 4.69
C 2.83 -0.83 5.45
C 4.08 -0.68 4.85
C 4.17 -0.35 3.51
C 3.02 -0.19 2.75
H -3.76 0.83 1.65
H -5.97 1.65 1.65
H -7.86 2.66 2.89
H -7.61 3.23 5.28
H -5.44 2.84 6.41
H -3.56 1.81 5.17
H 0.70 -0.80 5.13
H 2.76 -1.07 6.50
H 4.98 -0.83 5.43
H 5.14 -0.22 3.04
H 3.09 0.10 1.71
F 4.55 4.31 -3.06
C 3.48 3.54 -2.87
C 2.52 3.39 -3.88
F 2.61 4.16 -4.98
C 1.50 2.51 -3.74
F 0.60 2.42 -4.74
C 1.44 1.52 -2.65
P -0.25 0.84 -2.19
C -1.33 2.28 -1.89
C -2.70 1.99 -1.82
C -3.60 2.95 -1.38
C -3.14 4.20 -0.98
C -1.79 4.50 -1.08
C -0.89 3.54 -1.53
C -0.98 0.11 -3.71
C -0.88 -1.28 -3.85
C -1.49 -1.92 -4.91
C -2.21 -1.19 -5.85
C -2.31 0.19 -5.71
C -1.71 0.83 -4.65
C 2.16 2.10 -1.48
Br 1.64 1.73 0.30
C 3.23 2.93 -1.64
F 4.00 3.27 -0.60
H -3.04 1.00 -2.07
H -4.65 2.71 -1.33
H -3.83 4.93 -0.59
H -1.43 5.47 -0.77
H 0.17 3.79 -1.58
H -0.33 -1.85 -3.11
H -1.41 -3.00 -5.01
H -2.70 -1.69 -6.67
H -2.88 0.76 -6.44
H -1.80 1.91 -4.55
```

Summary:
E_LUMO (alpha / beta)   0.0656 / 0.0428 Eh
Spin multiplicity   2
Relative energy (zero: lowest compared OMol25 entry of this formula, charge and spin)   2.128 eV
HOMO-LUMO gap (alpha / beta)   5.642 / 5.211 eV
Charge   -1
Strongest force on any atom   1.594 eV Å⁻¹

Mulliken atomic charge list, values in e, 4 entries: number 1, Hg, carries 1.95; number 2, Br, carries -0.26; number 3, C, carries -0.09; number 4, C, carries -0.40

=====

A structure of composition C47H33AsClN3NiO4S, computed with wB97M-V/def2-TZVPD.

```
91
C47H33AsClN3NiO4S wB97M-V/def2-TZVPD
Ni -0.44 0.97 -0.50
O 6.91 3.43 1.23
C 6.77 2.15 0.82
O 7.74 1.45 0.66
C 5.39 1.69 0.55
C 4.26 2.23 1.17
C 3.00 1.73 0.90
C 2.85 0.71 -0.05
C 3.98 0.17 -0.67
C 5.23 0.63 -0.35
N 1.61 0.16 -0.29
C 1.12 0.00 -1.52
C 0.02 -0.87 -1.57
C -0.88 -1.22 -2.59
C -2.10 -1.77 -2.33
C -2.82 -1.76 -1.12
C -2.70 -1.02 0.04
N -1.69 -0.33 0.64
H 6.06 3.89 1.24
H 4.35 3.04 1.88
H 2.12 2.14 1.36
H 3.85 -0.65 -1.37
H 6.12 0.20 -0.79
H 1.56 0.49 -2.40
H -0.60 -1.00 -3.62
H -2.67 -2.15 -3.18
H -3.78 -2.26 -1.18
H -3.64 -0.99 0.62
S -3.74 2.67 2.13
C -2.65 2.02 3.28
C -1.89 1.01 2.78
C -2.17 0.72 1.42
C -3.14 1.59 0.91
C -3.41 1.81 -0.48
C -4.57 2.47 -0.92
C -4.75 2.68 -2.27
C -3.78 2.22 -3.15
C -2.66 1.60 -2.64
N -2.47 1.40 -1.34
H -2.62 2.42 4.27
H -1.14 0.52 3.37
H -5.30 2.80 -0.19
H -5.63 3.19 -2.63
H -3.89 2.35 -4.22
H -1.87 1.25 -3.29
Cl -4.57 7.64 -0.99
C -3.32 6.46 -0.79
C -2.80 5.84 -1.92
C -1.82 4.88 -1.77
C -1.36 4.53 -0.50
C -1.89 5.17 0.62
C -2.86 6.14 0.48
C -0.48 3.33 -0.36
O 0.02 2.82 -1.40
O -0.34 2.80 0.77
H -3.17 6.11 -2.89
H -1.41 4.37 -2.63
H -1.52 4.89 1.60
H -3.29 6.62 1.35
C -2.44 -5.82 0.62
C -2.29 -4.89 1.63
C -1.54 -3.75 1.41
C -0.92 -3.53 0.18
C -1.06 -4.48 -0.83
C -1.82 -5.62 -0.61
As 0.26 -2.01 -0.02
C 1.19 -2.01 1.68
C 0.75 -1.53 2.90
C 1.52 -1.72 4.04
C 2.73 -2.38 3.95
C 3.18 -2.88 2.74
C 2.41 -2.71 1.59
C 2.76 -3.21 0.27
C 3.93 -3.90 -0.06
C 4.12 -4.33 -1.36
C 3.19 -4.06 -2.34
C 2.03 -3.36 -2.02
C 1.81 -2.96 -0.72
H -3.03 -6.71 0.78
H -2.75 -5.05 2.59
H -1.42 -3.00 2.19
H -0.57 -4.33 -1.78
H -1.93 -6.36 -1.39
H -0.20 -1.02 2.94
H 1.17 -1.35 4.99
H 3.34 -2.52 4.84
H 4.12 -3.40 2.68
H 4.68 -4.10 0.69
H 5.02 -4.89 -1.61
H 3.36 -4.38 -3.35
H 1.31 -3.12 -2.79
```

Summary:
E_LUMO (alpha / beta)   -0.0031 / -0.0044 Eh
Spin multiplicity   3
Relative energy (zero: lowest compared OMol25 entry of this formula, charge and spin)   3.104 eV
HOMO-LUMO gap (alpha / beta)   6.340 / 6.795 eV
Charge   0
Strongest force on any atom   1.925 eV Å⁻¹

Mulliken atomic charge list, values in e, 4 entries: number 1, Ni, carries 0.52; number 2, O, carries -0.48; number 3, C, carries 0.60; number 4, O, carries -0.57

=====

A structure of composition C47H33AsI4N4PdS, computed with wB97M-V/def2-TZVPD.

```
91
C47H33AsI4N4PdS wB97M-V/def2-TZVPD
Pd -0.36 -0.36 -0.38
I -6.86 -7.40 -1.86
C -5.49 -5.90 -1.30
C -5.79 -5.06 -0.24
C -4.89 -4.06 0.11
C -3.70 -3.87 -0.59
C -3.41 -4.77 -1.63
C -4.29 -5.77 -1.99
C -2.75 -2.79 -0.30
C -3.18 -1.45 -0.13
C -4.52 -0.96 0.12
C -4.41 0.36 0.43
C -3.04 0.72 0.27
C -2.55 2.03 0.28
C -3.32 3.06 1.01
C -4.34 3.81 0.44
C -5.03 4.75 1.20
C -4.68 4.94 2.53
I -5.74 6.34 3.69
C -3.66 4.21 3.11
C -2.98 3.27 2.35
C -1.38 2.44 -0.39
N -0.42 1.57 -0.84
C 0.44 2.27 -1.61
C 1.65 1.74 -2.13
C 2.32 2.45 -3.25
C 1.71 2.37 -4.51
C 2.30 2.94 -5.62
C 3.51 3.61 -5.48
I 4.41 4.49 -7.17
C 4.12 3.71 -4.24
C 3.53 3.13 -3.14
C 2.22 0.53 -1.67
C 3.58 0.10 -1.80
C 3.73 -1.02 -1.04
C 2.45 -1.33 -0.50
N 1.56 -0.37 -0.90
C 2.10 -2.53 0.15
C 0.80 -3.04 0.20
C 0.41 -4.38 0.49
C -0.92 -4.47 0.23
C -1.38 -3.17 -0.16
N -0.32 -2.33 -0.17
C 3.20 -3.29 0.77
C 3.88 -2.68 1.84
C 4.88 -3.36 2.51
C 5.22 -4.64 2.11
I 6.71 -5.69 3.18
C 4.59 -5.24 1.04
C 3.58 -4.56 0.37
C 0.01 3.63 -1.68
C -1.11 3.74 -0.89
N -2.33 -0.40 -0.07
H -6.71 -5.18 0.31
H -5.10 -3.46 0.98
H -2.48 -4.65 -2.18
H -4.05 -6.44 -2.80
H -5.43 -1.52 0.05
H -5.20 1.04 0.70
H -4.60 3.67 -0.60
H -5.83 5.34 0.76
H -3.40 4.36 4.14
H -2.19 2.68 2.79
H 0.77 1.85 -4.61
H 1.83 2.86 -6.59
H 5.06 4.23 -4.14
H 4.01 3.21 -2.17
H 4.34 0.60 -2.38
H 4.62 -1.61 -0.89
H 1.07 -5.16 0.84
H -1.55 -5.34 0.34
H 3.58 -1.69 2.15
H 5.39 -2.89 3.35
H 4.89 -6.23 0.72
H 3.10 -5.02 -0.48
H 0.49 4.41 -2.25
H -1.70 4.62 -0.69
C 3.43 1.84 1.82
As 1.67 1.86 2.64
C 1.04 3.65 2.26
C 2.09 1.96 4.53
S 0.31 0.28 2.40
H 3.98 2.69 2.24
H 3.35 1.94 0.75
H 3.94 0.91 2.06
H 1.76 4.36 2.66
H 0.07 3.80 2.73
H 0.93 3.80 1.18
H 2.79 2.78 4.72
H 2.52 1.02 4.85
H 1.17 2.14 5.08
```

Summary:
E_LUMO (alpha / beta)   -0.0402 / -0.0945 Eh
Spin multiplicity   3
HOMO-LUMO gap (alpha / beta)   4.326 / 4.908 eV
Charge   0
Strongest force on any atom   0.809 eV Å⁻¹

Mulliken atomic charge list, values in e, 4 entries: number 1, Pd, carries 1.12; number 2, I, carries 0.08; number 3, C, carries -0.05; number 4, C, carries -0.75